A structure of composition C36H46BrNO4Pd. Source: OMol25; level of theory: wB97M-V/def2-TZVPD.

Results
Orbital gap (alpha / beta) = 4.9 / 5.3 eV
F_max = 0.8 eV/Å
E_LUMO (alpha / beta) = 4.07 / 4.07 eV
Energy above the lowest of the compared OMol25 structures with the same formula, charge and spin = 1.342 eV
Total energy = -121281.203 eV

Geometry as ORCA input:
```
! wB97M-V def2-TZVPD RIJCOSX def2/J DEFGRID3
* xyz -2 3
Pd 0.24 2.68 0.76
C 0.53 -4.58 0.72
C 1.62 -3.93 -0.14
C 1.21 -4.01 -1.62
C 2.90 -4.76 0.04
C 1.81 -2.47 0.28
C 0.82 -1.55 0.02
C 0.92 -0.19 0.42
N -0.05 0.72 0.25
C -1.37 0.42 -0.16
C -2.08 -0.70 0.27
C -3.42 -0.90 -0.05
C -4.05 0.10 -0.80
C -3.41 1.24 -1.24
C -2.01 1.43 -0.99
O -1.37 2.43 -1.42
C -4.16 2.35 -1.99
C -4.02 3.67 -1.23
C -5.66 2.05 -2.12
C -3.58 2.51 -3.40
C -4.15 -2.16 0.42
C -4.06 -2.30 1.95
C -3.51 -3.40 -0.22
C -5.63 -2.16 0.04
C 2.23 0.29 0.94
O 2.50 1.50 0.95
C 3.18 -0.73 1.35
C 2.95 -2.04 0.99
C 4.50 -0.40 2.06
C 4.68 -1.35 3.25
C 5.67 -0.61 1.08
C 4.61 1.03 2.61
H 0.34 -5.61 0.41
H -0.41 -4.03 0.63
H 0.82 -4.57 1.77
H 1.13 -5.06 -1.93
H 1.96 -3.52 -2.25
H 0.25 -3.53 -1.80
H 2.72 -5.78 -0.31
H 3.20 -4.81 1.09
H 3.73 -4.34 -0.53
H -0.05 -1.85 -0.55
H -1.59 -1.39 0.95
H -5.10 -0.03 -1.04
H -4.47 3.59 -0.24
H -4.53 4.48 -1.78
H -2.97 3.93 -1.10
H -6.14 1.92 -1.15
H -5.85 1.16 -2.73
H -6.14 2.90 -2.62
H -2.52 2.73 -3.35
H -4.10 3.32 -3.93
H -3.72 1.59 -3.97
H -3.02 -2.37 2.28
H -4.58 -3.20 2.29
H -4.50 -1.42 2.43
H -2.46 -3.49 0.06
H -3.55 -3.32 -1.31
H -4.03 -4.32 0.08
H -6.15 -1.31 0.49
H -6.10 -3.08 0.39
H -5.76 -2.10 -1.05
H 3.71 -2.77 1.24
H 4.71 -2.40 2.96
H 3.86 -1.22 3.96
H 5.62 -1.12 3.77
H 5.72 -1.65 0.73
H 6.62 -0.37 1.57
H 5.56 0.04 0.21
H 3.78 1.26 3.28
H 4.60 1.78 1.83
H 5.55 1.10 3.17
Br 4.73 2.36 -3.73
C 3.72 3.27 -2.39
C 4.31 4.31 -1.69
C 3.56 4.97 -0.72
C 2.26 4.58 -0.44
C 1.71 3.53 -1.15
C 2.42 2.86 -2.14
C 1.50 5.32 0.66
O 1.85 6.47 0.92
O 0.57 4.67 1.26
H 5.33 4.60 -1.90
H 3.98 5.79 -0.17
H 0.65 3.24 -1.05
H 1.97 2.04 -2.67
C -0.74 2.35 2.40
H -1.36 1.46 2.51
H -0.41 2.86 3.30
*
```

A cluster of 9 separate species, C36H46ClF8O32PS2 in total in a non-equilibrium geometry. Source: OMol25; level of theory: wB97M-V/def2-TZVPD.

Results
Orbital gap = 9.2 eV
F_max = 5.2 eV/Å
E_LUMO = 0.05 eV
SMILES = O=C(O)CCC[C@@H]1OS(=O)(=O)[C@@H](CCCCO)[C@H](Cl)[C@H]1P(O)(O)=S.O=C1OC[C@@H](F)O1.O=C1OC[C@@H](F)O1.O=C1OC[C@@H](F)O1.O=C1OC[C@@H](F)O1.O=C1OC[C@@H](F)O1.O=C1OC[C@@H](F)O1.O=C1OC[C@@H](F)O1.O=C1OC[C@@H](F)O1
Total energy = -168821.755 eV

Geometry as ORCA input:
```
! wB97M-V def2-TZVPD RIJCOSX def2/J DEFGRID3
* xyz 0 1
O 1.23 3.06 -1.95
C 0.51 2.14 -2.23
O -0.87 2.37 -2.28
C 0.96 0.70 -2.51
C 2.51 0.50 -2.48
C 2.93 -0.70 -1.53
C 3.36 -0.21 -0.10
O 3.72 -1.33 0.72
S 2.45 -2.23 1.20
O 2.54 -2.30 2.68
O 2.45 -3.58 0.67
C 0.86 -1.36 0.89
C -0.32 -2.04 1.63
C -1.36 -2.66 0.61
C -2.84 -2.50 1.09
C -3.32 -1.01 1.07
O -3.51 -0.50 2.40
C 1.11 0.14 1.26
Cl -0.38 1.14 0.94
C 2.35 0.80 0.56
P 3.26 1.79 1.87
O 2.10 2.76 2.57
O 4.30 2.77 1.03
S 4.06 0.74 3.26
H -1.12 2.70 -1.40
H 0.50 0.00 -1.79
H 0.59 0.42 -3.53
H 3.06 1.41 -2.15
H 2.85 0.32 -3.52
H 3.87 -1.13 -1.97
H 2.20 -1.53 -1.52
H 4.30 0.36 -0.27
H 0.62 -1.38 -0.20
H -0.85 -1.38 2.34
H 0.05 -2.91 2.23
H -1.12 -3.74 0.48
H -1.31 -2.20 -0.40
H -3.05 -2.99 2.06
H -3.46 -3.04 0.33
H -4.29 -0.97 0.52
H -2.62 -0.35 0.50
H -2.69 -0.10 2.73
H 1.26 0.19 2.36
H 1.98 1.57 -0.15
H 1.43 2.98 1.89
H 4.59 3.47 1.64
C -6.25 -0.88 3.96
C -7.13 0.23 3.45
O -8.03 -0.46 2.59
C -8.13 -1.73 3.08
O -8.99 -2.49 2.77
O -7.14 -2.00 3.97
F -6.43 1.13 2.73
H -5.41 -1.09 3.29
H -5.86 -0.68 4.95
H -7.70 0.74 4.23
C -10.76 1.95 7.26
C -9.96 0.68 7.35
O -9.07 0.79 6.26
C -8.88 2.13 6.06
O -8.00 2.59 5.40
O -9.82 2.86 6.71
F -10.73 -0.41 7.18
H -11.61 1.85 6.58
H -11.12 2.29 8.23
H -9.38 0.58 8.28
C 6.51 1.87 -5.53
C 5.04 2.17 -5.46
O 4.49 0.95 -5.00
C 5.46 0.36 -4.25
O 5.27 -0.54 -3.49
O 6.67 0.93 -4.47
F 4.53 2.44 -6.68
H 6.79 1.40 -6.47
H 7.12 2.75 -5.37
H 4.77 2.97 -4.77
C -1.12 5.88 3.62
C -2.10 4.75 3.44
O -1.92 4.39 2.09
C -0.63 4.70 1.78
O -0.05 4.29 0.82
O -0.08 5.52 2.72
F -3.37 5.17 3.62
H -1.54 6.84 3.33
H -0.75 5.95 4.64
H -1.91 3.88 4.08
C 2.25 6.23 -7.16
C 2.56 5.55 -5.86
O 3.98 5.54 -5.84
C 4.37 6.63 -6.57
O 5.47 7.08 -6.55
O 3.35 7.12 -7.31
F 2.12 4.27 -5.84
H 2.24 5.53 -8.00
H 1.30 6.76 -7.14
H 2.19 6.08 -4.97
C 4.69 -5.18 -1.74
C 5.99 -4.59 -2.20
O 5.87 -4.63 -3.61
C 4.53 -4.53 -3.88
O 4.08 -4.27 -4.95
O 3.79 -4.77 -2.77
F 7.04 -5.36 -1.82
H 4.72 -6.27 -1.69
H 4.37 -4.80 -0.77
H 6.15 -3.56 -1.87
C 2.71 -5.23 3.79
C 1.58 -5.09 4.77
O 1.73 -6.22 5.60
C 3.07 -6.51 5.60
O 3.60 -7.22 6.39
O 3.71 -5.87 4.59
F 0.37 -5.17 4.14
H 2.46 -5.88 2.95
H 3.05 -4.27 3.41
H 1.61 -4.18 5.37
C -0.84 -2.23 -5.95
C -2.12 -1.88 -5.26
O -2.00 -2.52 -4.00
C -0.66 -2.57 -3.74
O -0.19 -2.79 -2.66
O 0.08 -2.32 -4.85
F -3.19 -2.39 -5.91
H -0.89 -3.20 -6.45
H -0.52 -1.48 -6.66
H -2.27 -0.80 -5.11
*
```

A structure of composition C36H47AsN3O5PTb in a non-equilibrium geometry. Source: OMol25; level of theory: wB97M-V/def2-TZVPD.

Results
Orbital gap (alpha / beta) = 7.4 / 7.5 eV
F_max = 2.1 eV/Å
E_LUMO (alpha / beta) = -2.51 / -2.32 eV
Total energy = -145358.237 eV

Geometry as ORCA input:
```
! wB97M-V def2-TZVPD RIJCOSX def2/J DEFGRID3
* xyz 1 7
Tb 0.21 -1.27 1.04
O -0.05 -2.01 3.04
N -0.64 -3.13 3.28
N -0.87 -3.78 2.26
O -0.52 -3.36 1.07
C -1.56 -5.07 2.40
C -1.81 -5.62 3.63
C -2.46 -6.83 3.69
C -2.85 -7.49 2.53
C -2.59 -6.92 1.30
C -1.93 -5.69 1.23
H -1.50 -5.11 4.54
H -2.66 -7.27 4.66
H -3.36 -8.44 2.59
H -2.89 -7.42 0.39
H -1.71 -5.23 0.28
C -6.69 1.67 -0.65
C -5.20 1.50 -0.68
C -4.37 2.47 -1.22
C -2.98 2.35 -1.26
C -2.25 3.53 -1.85
C -2.40 1.19 -0.74
As -0.52 0.77 -0.75
N -0.05 0.88 1.05
C -0.60 1.79 1.98
C -0.41 1.49 3.34
C -0.93 2.30 4.33
C -1.64 3.44 4.01
C -1.82 3.76 2.67
C -1.30 2.94 1.67
C 0.48 2.02 -1.79
C 1.46 2.93 -1.35
C 1.84 3.21 0.08
C 2.13 3.68 -2.32
C 1.89 3.56 -3.67
C 2.61 4.42 -4.68
C 0.95 2.62 -4.08
C 0.26 1.84 -3.17
C -0.73 0.84 -3.72
C -3.23 0.18 -0.19
C -2.69 -1.11 0.40
C -4.60 0.36 -0.17
H -6.99 2.63 -1.06
H -7.07 1.60 0.37
H -7.19 0.88 -1.23
H -4.82 3.37 -1.62
H -2.79 4.44 -1.61
H -2.20 3.46 -2.94
H -1.22 3.65 -1.51
H 0.15 0.60 3.62
H -0.76 2.04 5.37
H -2.05 4.08 4.78
H -2.36 4.65 2.39
H -1.44 3.23 0.64
H 1.84 2.33 0.71
H 1.15 3.92 0.54
H 2.83 3.66 0.10
H 2.87 4.40 -1.98
H 3.44 4.96 -4.22
H 1.94 5.16 -5.11
H 3.01 3.82 -5.49
H 0.76 2.49 -5.14
H -0.75 0.88 -4.81
H -1.75 1.01 -3.37
H -0.47 -0.19 -3.44
H -2.00 -1.60 -0.29
H -3.49 -1.83 0.59
H -2.24 -0.92 1.38
H -5.22 -0.42 0.27
C 4.61 0.27 -2.49
C 5.05 0.23 -1.04
O 4.30 -0.78 -0.28
P 2.76 -0.44 -0.05
O 1.92 -1.69 -0.75
C 2.41 -3.08 -0.74
C 3.44 -3.31 -1.82
O 2.52 -1.12 1.48
C 3.24 -0.60 2.64
C 4.43 -1.46 2.94
H 5.16 1.06 -3.01
H 3.55 0.50 -2.58
H 4.81 -0.68 -2.99
H 4.92 1.20 -0.55
H 6.09 -0.06 -0.93
H 1.52 -3.69 -0.90
H 2.80 -3.29 0.25
H 3.06 -2.97 -2.79
H 3.62 -4.38 -1.89
H 4.38 -2.81 -1.61
H 2.52 -0.60 3.46
H 3.50 0.44 2.42
H 4.14 -2.51 3.00
H 4.85 -1.17 3.91
H 5.21 -1.36 2.19
*
```

A structure of composition C36H47BN7OPdS3 in a non-equilibrium geometry. Source: OMol25; level of theory: wB97M-V/def2-TZVPD.

Results
Orbital gap = 5.6 eV
F_max = 1.4 eV/Å
E_LUMO = -3.65 eV
Energy above the lowest of the compared OMol25 structures with the same formula, charge and spin = 1.719 eV
Total energy = -87233.845 eV

Geometry as ORCA input:
```
! wB97M-V def2-TZVPD RIJCOSX def2/J DEFGRID3
* xyz 1 1
Pd 0.62 -1.28 -0.38
C -1.09 0.06 -5.72
C -0.84 1.31 -4.87
C -1.40 2.52 -5.62
C 0.64 1.54 -4.61
N -1.55 1.17 -3.55
C -2.56 2.01 -3.11
C -2.88 1.62 -1.86
N -2.08 0.54 -1.53
B -1.98 -0.21 -0.19
N -2.88 -1.43 -0.08
C -4.26 -1.42 -0.09
C -4.69 -2.69 -0.05
N -3.56 -3.50 -0.02
C -2.45 -2.72 -0.05
S -0.83 -3.31 -0.01
C -3.60 -5.01 -0.01
C -2.92 -5.51 1.26
C -2.93 -5.54 -1.27
C -5.06 -5.47 0.01
N -1.91 0.68 1.06
C -2.84 1.61 1.49
C -2.41 2.12 2.65
N -1.21 1.50 2.96
C -0.93 0.58 2.00
S 0.42 -0.50 2.04
C -0.41 1.77 4.21
C -0.39 0.51 5.08
C 0.99 2.22 3.81
C -1.07 2.89 5.00
C -1.27 0.26 -2.59
S -0.19 -1.08 -2.75
H -0.63 0.20 -6.69
H -2.16 -0.08 -5.87
H -0.68 -0.83 -5.26
H -0.85 2.61 -6.55
H -1.26 3.45 -5.06
H -2.45 2.40 -5.87
H 1.15 1.66 -5.56
H 1.10 0.71 -4.07
H 0.78 2.45 -4.02
H -2.97 2.80 -3.71
H -3.62 2.04 -1.21
H -0.91 -0.68 -0.22
H -4.83 -0.51 -0.12
H -5.69 -3.08 -0.03
H -1.86 -5.24 1.30
H -2.99 -6.60 1.29
H -3.41 -5.11 2.15
H -1.88 -5.28 -1.32
H -3.43 -5.15 -2.16
H -3.02 -6.63 -1.28
H -5.59 -5.13 0.90
H -5.05 -6.56 0.03
H -5.60 -5.16 -0.88
H -3.74 1.85 0.95
H -2.85 2.88 3.27
H 0.11 -0.32 4.58
H -1.40 0.21 5.33
H 0.15 0.73 6.00
H 1.53 1.46 3.25
H 1.55 2.45 4.72
H 0.94 3.13 3.21
H -2.06 2.62 5.36
H -1.14 3.82 4.42
H -0.45 3.09 5.87
C 0.14 3.22 -0.38
C 1.25 2.23 -0.17
O 1.25 1.17 -0.76
C 2.33 2.55 0.82
C 2.47 3.82 1.37
C 3.47 4.08 2.29
C 4.34 3.06 2.67
C 4.20 1.79 2.12
C 3.20 1.54 1.20
H -0.61 2.78 -1.04
H 0.52 4.14 -0.84
H -0.33 3.51 0.57
H 1.79 4.62 1.08
H 3.58 5.07 2.71
H 5.12 3.26 3.39
H 4.88 0.99 2.42
H 3.07 0.55 0.77
N 2.61 -2.09 -0.56
C 3.73 -1.87 -0.48
C 5.15 -1.59 -0.40
C 5.82 -1.86 0.79
C 7.17 -1.57 0.88
C 7.83 -1.01 -0.20
C 7.15 -0.75 -1.39
C 5.80 -1.04 -1.49
H 5.28 -2.29 1.63
H 7.70 -1.78 1.80
H 8.89 -0.79 -0.13
H 7.68 -0.32 -2.23
H 5.26 -0.83 -2.40
*
```